Record 1
This record from the Open Molecules 2025 dataset describes C33H57N3NdO5Si as an isolated structure in a non-equilibrium geometry. The level of theory is ωB97M-V/def2-TZVPD.

Results
Total charge   +1
2S+1   4
DFT total energy   -2682.62939 Ha

Last column: Mulliken spin population.
Element x y z (Å)
O -2.9900 2.6274 0.2165  -0.0014
O -2.8976 4.7405 -0.8674  -0.0002
C -4.1704 1.7496 -0.0407  -0.0002
C -3.9816 0.2892 0.3097  -0.0002
H -4.3719 1.9149 -1.1041  0.0001
H -5.0157 2.1482 0.5426  0.0000
H -3.0065 -0.1220 0.0292  0.0005
H -4.7612 -0.2414 -0.2586  0.0000
H -4.1418 0.0739 1.3736  0.0000
C -2.7345 2.6649 1.6619  0.0000
C -3.7519 3.5667 2.3206  0.0000
H -1.7102 3.0370 1.7403  0.0000
H -2.8147 1.6399 2.0578  0.0000
H -3.7463 4.5794 1.8996  0.0000
H -3.5295 3.6794 3.3836  0.0000
H -4.7648 3.1519 2.2610  0.0000
C -1.6419 5.5033 -0.8346  -0.0011
C -3.9590 5.2592 -1.7608  -0.0002
C -0.9043 5.1993 0.4425  0.0000
H -1.9177 6.5661 -0.9417  0.0000
H -1.0544 5.2178 -1.7216  0.0004
H -1.5120 5.3093 1.3550  0.0000
H -0.0822 5.9196 0.5326  0.0000
H -0.4746 4.1874 0.3728  0.0000
C -4.9547 6.0194 -0.8974  0.0000
H -4.3655 4.3846 -2.2646  0.0002
H -3.4576 5.8879 -2.4984  0.0000
H -5.3887 5.3638 -0.1206  0.0000
H -5.7913 6.3991 -1.4903  0.0000
H -4.4504 6.8865 -0.4275  0.0000
H -3.1171 3.9012 -0.2048  0.0010
N 0.4847 -0.8869 1.2407  0.0007
C 1.7281 -1.4607 1.2167  0.0003
C 2.7701 -1.0804 0.3688  0.0001
C 3.2313 0.1942 -0.1217  -0.0017
C 1.8847 -2.5980 2.1634  -0.0001
H 1.1675 -3.4024 1.9335  0.0001
H 1.7390 -2.2895 3.2104  0.0000
H 2.8958 -3.0063 2.0582  0.0000
C 4.6449 0.6038 0.2315  -0.0002
H 4.6844 1.5379 0.8136  0.0001
H 5.2764 0.7185 -0.6658  0.0000
H 5.0716 -0.1984 0.8522  0.0000
N 2.5008 0.9195 -0.9586  0.0032
C -0.5580 -1.2533 2.1507  -0.0002
C -1.5244 -2.1866 1.7655  -0.0002
C -1.3909 -3.0580 0.5605  0.0019
C -2.6647 -2.2911 2.5696  0.0001
H -3.4450 -2.9933 2.2696  0.0000
C -2.8068 -1.5106 3.7164  0.0000
H -3.7161 -1.5910 4.3150  0.0000
C -1.7929 -0.6407 4.1097  0.0000
H -1.8805 -0.0421 5.0123  0.0000
C -0.6366 -0.5226 3.3380  -0.0008
C 0.4975 0.3671 3.7251  -0.0003
C 2.7734 2.2649 -1.2932  -0.0007
C 3.2004 2.5668 -2.5993  -0.0058
C 3.5586 1.4712 -3.5500  0.0020
C 3.2123 3.8890 -3.0472  0.0005
H 3.4779 4.0928 -4.0838  0.0000
C 2.8792 4.9251 -2.1709  -0.0003
H 2.8727 5.9539 -2.5253  0.0000
C 2.5611 4.6411 -0.8411  0.0006
H 2.3289 5.4487 -0.1444  -0.0001
C 2.5007 3.3191 -0.3911  -0.0035
C 2.0864 3.0153 1.0141  0.0000
Nd 0.5143 -0.2569 -1.9936  3.0164
H -2.2441 -2.9041 -0.1134  -0.0003
H -1.3888 -4.1218 0.8415  0.0001
H -0.4685 -2.8592 0.0056  -0.0003
H 1.0075 0.7401 2.8272  0.0002
H 1.2436 -0.1568 4.3418  0.0000
H 0.1294 1.2241 4.3017  0.0000
H 4.3060 1.8330 -4.2706  0.0001
H 2.6806 1.1481 -4.1407  0.0001
H 3.9807 0.5900 -3.0442  -0.0006
H 2.9022 2.5930 1.6268  0.0000
H 1.2465 2.3008 1.0285  0.0001
H 1.7465 3.9366 1.5134  0.0000
H 3.5094 -1.8783 0.2286  0.0005
C -0.7921 1.4886 -2.0037  -0.0410
Si -1.3134 2.0019 -3.7112  -0.0026
H -0.3807 2.4616 -1.6463  0.0132
H -1.7563 1.4634 -1.4327  0.0150
C -3.1845 2.0084 -3.8808  0.0008
C -0.5424 0.7392 -4.8645  0.0050
C -0.7838 3.7704 -4.0721  -0.0007
H -0.5769 3.8769 -5.1473  -0.0002
H 0.1221 4.0454 -3.5143  0.0004
H -1.5815 4.4845 -3.8063  0.0000
H -3.5170 1.0430 -4.2886  0.0001
H -3.4854 2.8070 -4.5743  -0.0002
H -3.6890 2.1832 -2.9194  0.0000
H -0.7767 -0.3040 -4.5665  -0.0018
H 0.5502 0.8854 -4.9486  -0.0012
H -1.0075 0.9226 -5.8453  0.0007
O 0.9171 -2.3830 -3.0684  -0.0012
N 1.5045 -2.8022 -1.9698  -0.0019
O 1.9096 -3.9480 -1.9174  0.0000
O -0.0260 -0.4977 0.0513  0.0049

=====

Record 2
This record from the Open Molecules 2025 dataset describes C33H58CsO6P2S2 as an isolated structure. The level of theory is ωB97M-V/def2-TZVPD.

Results
Total charge   -1
DFT total energy   -3243.05877 Ha

Last column: Löwdin charge in e.
Element x y z (Å)
Cs 0.9983 1.8314 -1.7596  1.0510
O 0.1733 4.6652 -5.4460  -0.3520
S 0.1536 4.1640 -4.0860  0.3874
O -0.6167 2.9295 -3.9432  -0.4756
O 1.4810 4.0629 -3.4778  -0.4946
C -0.7026 5.4845 -3.1391  -0.1815
C -1.0071 6.5781 -3.9501  -0.0780
C -1.5906 7.7346 -3.4587  -0.0919
C -1.8820 7.8242 -2.1135  -0.0929
C -1.5986 6.7483 -1.2890  -0.0790
C -1.0213 5.5708 -1.7637  -0.1877
S -0.8000 4.3440 -0.4249  0.3798
O -1.3860 3.0958 -0.9076  -0.5017
O -1.5008 4.9109 0.7105  -0.3490
O 0.6459 4.2187 -0.2057  -0.4875
H -0.7621 6.4971 -4.9973  0.0938
H -1.8065 8.5572 -4.1298  0.0956
H -2.3309 8.7195 -1.7003  0.0955
H -1.8352 6.7922 -0.2371  0.0948
C -2.6464 -0.0527 0.4010  -0.1334
C -2.7236 -1.2104 -0.5986  -0.5442
C -4.1533 -1.7377 -0.6980  -0.1161
P -1.8809 -0.6993 -2.1848  1.0687
C -1.1955 -2.3194 -2.8101  -0.5598
C -0.0862 -2.0752 -3.8383  -0.1292
C -2.1840 -3.3677 -3.3151  -0.1121
C -3.2779 -0.2387 -3.2993  -0.5670
C -2.7814 -0.0188 -4.7287  -0.1140
C -3.8816 1.0666 -2.7676  -0.1115
H -3.1025 -0.3378 1.3552  0.0761
H -3.1578 0.8380 0.0345  0.0682
H -1.6135 0.2440 0.5874  0.0485
H -2.0831 -2.0215 -0.2230  0.0725
H -4.8421 -0.9548 -1.0214  0.0663
H -4.4912 -2.0809 0.2847  0.0746
H -4.2513 -2.5694 -1.3942  0.0525
H -0.7170 -2.7104 -1.9033  0.0751
H -0.4959 -1.7936 -4.8087  0.0625
H 0.5106 -2.9796 -3.9848  0.0723
H 0.5797 -1.2628 -3.5337  0.0538
H -2.7700 -2.9847 -4.1553  0.0678
H -2.8782 -3.6815 -2.5368  0.0548
H -1.6552 -4.2598 -3.6646  0.0726
H -4.0388 -1.0262 -3.3002  0.0939
H -1.9578 0.6985 -4.7534  0.0728
H -3.5914 0.3947 -5.3352  0.0780
H -2.4571 -0.9465 -5.2046  0.0500
H -3.1194 1.8467 -2.6986  0.0729
H -4.3327 0.9546 -1.7807  0.0516
H -4.6598 1.4146 -3.4522  0.0794
C -0.5948 -4.3055 3.1001  -0.2008
C -0.5715 -4.1991 1.5801  -0.1970
C 0.5975 -3.3119 1.1265  -0.2126
C 0.8948 -2.1656 2.1211  -0.4486
C -0.4103 -1.7814 2.8250  -0.2041
C -0.8998 -2.9309 3.7170  -0.1793
P 1.6423 -0.7179 1.2350  1.0962
C 3.4170 -1.2127 1.0049  -0.4470
C 3.5835 -2.1059 -0.2370  -0.2239
C 5.0076 -2.6472 -0.3025  -0.1945
C 5.2760 -3.6172 0.8614  -0.1947
C 4.3976 -3.3014 2.0795  -0.2009
C 4.1676 -1.7995 2.2243  -0.1899
C 1.8003 0.6240 2.5226  -0.4253
C 2.0171 0.2150 4.0012  -0.2104
C 1.2870 1.1464 4.9727  -0.2083
C 1.5013 2.5997 4.5661  -0.1954
C 0.8459 2.8888 3.2029  -0.1712
C 0.6386 1.6187 2.3712  -0.2290
H 0.3824 -4.6621 3.4418  0.1091
H -1.3249 -5.0451 3.4342  0.1034
H -1.5223 -3.7760 1.2374  0.1013
H -0.4895 -5.1835 1.1151  0.1079
H 0.3787 -2.8940 0.1382  0.0806
H 1.4894 -3.9333 1.0073  0.0893
H 1.5976 -2.5305 2.8806  0.1003
H -1.1581 -1.5458 2.0619  0.0910
H -0.2993 -0.8768 3.4232  0.0856
H -1.9759 -2.8260 3.8774  0.1082
H -0.4311 -2.8546 4.7022  0.1062
H 3.8838 -0.2530 0.7527  0.1026
H 3.3379 -1.5301 -1.1313  0.1068
H 2.8810 -2.9446 -0.2168  0.0912
H 5.7008 -1.8012 -0.2543  0.1117
H 5.1932 -3.1407 -1.2582  0.1051
H 6.3305 -3.5683 1.1453  0.1028
H 5.0936 -4.6455 0.5391  0.1037
H 4.8541 -3.7021 2.9875  0.1083
H 3.4294 -3.8029 1.9825  0.0904
H 5.1400 -1.3056 2.3263  0.1183
H 3.6318 -1.5946 3.1521  0.0773
H 2.6963 1.1600 2.1838  0.1132
H 3.0868 0.2505 4.2285  0.1058
H 1.7060 -0.8162 4.1860  0.0831
H 1.6430 0.9614 5.9895  0.1058
H 0.2145 0.9229 4.9753  0.1098
H 2.5802 2.7841 4.5149  0.1084
H 1.1135 3.2785 5.3281  0.1024
H 1.4484 3.5930 2.6266  0.1104
H -0.1210 3.3765 3.3356  0.1150
H 0.5420 1.9153 1.3269  0.0568
H -0.3072 1.1367 2.6362  0.1010

=====

Record 3
This record from the Open Molecules 2025 dataset describes a 4-piece molecular cluster, C33H58FNO10S2 overall in a non-equilibrium geometry. The level of theory is ωB97M-V/def2-TZVPD.

Results
Total charge   0
DFT total energy   -2995.46928 Ha
SMILES   CC(C)=CCC[C@@H](C)CCc1cc2c(c(S(=O)(=O)F)c1)C(=O)N(CCCS(=O)(=O)O)C2=O.CCOCC.CCOCC.CCOCC

Last column: Löwdin charge in e.
Element x y z (Å)
C -0.1783 4.0547 0.5858  -0.0501
C -1.1886 3.5997 1.6155  -0.3453
C -2.4618 4.4398 1.7225  -0.0741
C -1.0442 2.5700 2.4523  -0.0752
C -0.1383 1.3515 2.2818  -0.1805
C -0.0375 0.8092 0.8443  -0.1788
C 0.4504 -0.6703 0.7828  -0.3300
C 1.7372 -0.7267 1.6670  -0.0725
C -0.5592 -1.6708 1.4072  -0.1658
C -1.2821 -2.5389 0.3385  -0.1088
C -2.0671 -1.6036 -0.5800  -0.1894
C -1.8789 -1.6759 -1.9489  0.0654
C -2.5690 -0.7821 -2.7242  -0.0621
C -3.4358 0.1600 -2.1686  -0.0553
C -3.6525 0.1902 -0.8140  -0.1907
S -4.7625 1.3633 -0.0942  0.6570
O -5.9980 1.3452 -0.7814  -0.2167
O -4.8487 1.1181 1.3003  -0.2453
F -4.0723 2.7597 -0.3123  -0.1318
C -2.9516 -0.6996 -0.0303  0.0044
C -3.9739 1.0013 -3.3573  -0.3083
O -5.0276 1.5488 -3.5067  0.1827
N -2.8787 0.8890 -4.2915  0.0062
C -1.7312 1.7530 -3.9844  -0.1424
C -0.3844 1.0910 -4.3069  -0.2039
C 0.7590 2.1053 -4.1082  -0.1929
S 2.3202 1.2758 -4.5373  0.5909
O 2.1301 -0.1476 -4.5548  -0.2864
O 3.3428 1.6164 -3.6059  -0.2680
O 2.7483 1.7017 -6.0308  -0.1541
C -2.5823 -0.5315 -4.2397  -0.3355
O -2.4564 -1.2708 -5.1745  0.1776
H 0.2487 5.0098 0.9215  0.0895
H 0.6329 3.3514 0.4101  0.0566
H -0.7210 4.2990 -0.3394  0.0735
H -3.3014 3.8285 2.0548  0.0640
H -2.6878 4.9426 0.7780  0.0700
H -2.3249 5.2209 2.4858  0.0821
H -1.6101 2.6209 3.3853  0.1126
H -0.5574 0.5710 2.9310  0.0993
H 0.8437 1.5840 2.7146  0.1141
H 0.7586 1.3837 0.3490  0.0931
H -0.9451 0.9882 0.2576  0.1036
H 0.7310 -0.9138 -0.2490  0.1329
H 1.4469 -0.8475 2.7150  0.0764
H 2.3907 -1.5591 1.3888  0.0814
H 2.2844 0.2167 1.5733  0.0760
H -1.2851 -1.1618 2.0442  0.0949
H 0.0185 -2.3805 2.0102  0.1117
H -1.9592 -3.2704 0.7864  0.1229
H -0.5028 -2.9963 -0.2797  0.1150
H -1.2036 -2.3894 -2.4108  0.1432
H -3.0973 -0.6883 1.0459  0.1346
H -1.8283 2.6820 -4.5589  0.1333
H -1.7017 2.0576 -2.9213  0.1347
H -0.4347 0.7589 -5.3503  0.1289
H -0.1511 0.2574 -3.6405  0.1110
H 0.8824 2.3571 -3.0518  0.1099
H 0.6387 2.9963 -4.7302  0.1113
H 2.0493 1.3412 -6.6017  0.0961
C -4.7740 -2.5777 5.2936  -0.0757
C -3.6333 -3.3076 4.6050  -0.2817
O -2.4512 -2.5361 4.4824  -0.1757
C -1.8638 -2.0880 5.6927  -0.2770
C -1.4541 -3.2111 6.6284  -0.0723
H -5.0134 -1.6558 4.7608  0.0817
H -5.6635 -3.2083 5.3214  0.0780
H -4.5252 -2.3085 6.3209  0.0660
H -3.9361 -3.5587 3.5872  0.1145
H -3.4176 -4.2565 5.1080  0.1067
H -2.5313 -1.3815 6.1984  0.1077
H -0.9758 -1.5232 5.4047  0.1149
H -2.3090 -3.8065 6.9532  0.0665
H -0.9721 -2.8047 7.5181  0.0800
H -0.7543 -3.8847 6.1307  0.0746
C 3.8830 4.1632 -10.5715  -0.0798
C 4.1902 5.4888 -9.8953  -0.2809
O 3.2397 5.8659 -8.9152  -0.1578
C 3.0776 4.9762 -7.8262  -0.2857
C 4.3438 4.7491 -7.0196  -0.0728
H 2.8962 4.1927 -11.0368  0.0811
H 4.6272 3.9497 -11.3397  0.0772
H 3.8884 3.3326 -9.8641  0.0628
H 4.1795 6.2810 -10.6444  0.1181
H 5.1976 5.4818 -9.4653  0.1066
H 2.6629 4.0227 -8.1752  0.0981
H 2.3200 5.4264 -7.1826  0.1174
H 5.1340 4.2927 -7.6169  0.0699
H 4.1400 4.0896 -6.1757  0.0625
H 4.7280 5.6965 -6.6376  0.0839
C 1.8449 -7.0535 6.7080  -0.0786
C 2.2351 -5.9406 5.7499  -0.2841
O 2.3435 -4.6689 6.3635  -0.1689
C 3.3007 -4.5514 7.4015  -0.2822
C 4.7234 -4.8524 6.9619  -0.0798
H 0.8974 -6.8203 7.1969  0.0794
H 1.7396 -7.9961 6.1692  0.0772
H 2.5909 -7.1997 7.4903  0.0655
H 1.4617 -5.8414 4.9871  0.1155
H 3.1623 -6.1887 5.2217  0.1062
H 3.0150 -5.1782 8.2536  0.1066
H 3.2449 -3.5178 7.7447  0.1176
H 4.8361 -5.8798 6.6134  0.0651
H 5.4143 -4.7034 7.7926  0.0771
H 5.0158 -4.1939 6.1423  0.0816

=====

Record 4
This record from the Open Molecules 2025 dataset describes C33H59N2O2P2Zn as an isolated structure in a non-equilibrium geometry. The level of theory is ωB97M-V/def2-TZVPD.

Results
Total charge   +1
DFT total energy   -4014.61090 Ha

Last column: Löwdin charge in e.
Element x y z (Å)
C 2.3197 1.5058 -0.5871  -0.3459
C 0.9481 0.6024 -2.2862  -0.3365
C 3.3110 1.8443 -1.5019  -0.0527
C 1.8536 1.1041 -3.2564  -0.0353
C 3.0349 1.6998 -2.8642  -0.0547
H 4.2492 2.2497 -1.1283  0.1130
H 1.5981 0.9336 -4.2997  0.1137
H 3.7553 2.0399 -3.6046  0.1140
N 1.1574 0.9699 -0.9798  0.0130
P 0.9572 1.9015 1.8250  1.1300
P -1.1034 -1.5160 -1.9785  1.0532
C 2.5543 1.7162 0.9141  -0.2486
H 3.1019 0.8543 1.3237  0.0776
H 3.1958 2.5930 1.0720  0.0813
C -1.5137 -1.2099 -0.1992  -0.4624
O -2.1721 -1.7424 0.6597  -0.0399
C -0.1145 -0.2514 -2.7035  -0.2229
H -0.2614 -0.2104 -3.7923  0.0696
C -0.2267 -3.1117 -2.3669  -0.6182
C -2.7842 -1.4678 -2.7593  -0.6310
C 1.1079 1.1707 3.5786  -0.6659
C 0.7729 3.7808 1.7385  -0.6652
C -0.5049 -4.0854 -1.2176  -0.0793
H -1.5735 -4.3072 -1.0977  0.0900
H 0.0180 -5.0321 -1.4312  0.1001
H -0.1196 -3.6796 -0.2751  0.0369
C -0.6096 -3.7590 -3.7115  -0.0785
H -1.6586 -4.0675 -3.7678  0.0671
H -0.3736 -3.0975 -4.5552  0.0881
H 0.0025 -4.6672 -3.8320  0.0972
C 1.2812 -2.8306 -2.4563  -0.0909
H 1.8076 -3.7749 -2.6586  0.0956
H 1.5124 -2.1304 -3.2681  0.0869
H 1.6602 -2.4074 -1.5187  0.0486
C -3.5869 -2.7059 -2.3148  -0.0641
H -3.7039 -2.7431 -1.2248  0.0845
H -4.5899 -2.6328 -2.7624  0.0979
H -3.1393 -3.6479 -2.6534  0.0628
C -3.5209 -0.2056 -2.2858  -0.0817
H -3.5891 -0.1455 -1.1943  0.0674
H -3.0421 0.7075 -2.6645  0.0720
H -4.5465 -0.2364 -2.6886  0.1036
C -2.7115 -1.3893 -4.2926  -0.0750
H -2.2265 -2.2572 -4.7459  0.0578
H -3.7403 -1.3442 -4.6794  0.0982
H -2.1866 -0.4849 -4.6199  0.0785
C -0.6159 4.1450 2.2812  -0.0767
H -0.7200 5.2401 2.2523  0.1000
H -1.4095 3.7051 1.6618  0.0564
H -0.7660 3.8206 3.3193  0.0713
C 0.8694 4.2318 0.2703  -0.0764
H 1.8930 4.1630 -0.1197  0.0867
H 0.2062 3.6548 -0.3849  0.0554
H 0.5598 5.2866 0.2153  0.1022
C 1.8739 4.5095 2.5296  -0.0822
H 1.8680 5.5630 2.2120  0.0964
H 1.6927 4.4976 3.6088  0.0649
H 2.8793 4.1154 2.3338  0.0773
C 2.3331 0.2545 3.6357  -0.1081
H 3.2756 0.8129 3.5538  0.0946
H 2.3410 -0.2660 4.6060  0.1015
H 2.2980 -0.5072 2.8507  0.0247
C -0.1671 0.3380 3.8248  -0.0993
H -0.2693 -0.4772 3.0959  0.0529
H -0.1073 -0.1075 4.8281  0.0944
H -1.0706 0.9632 3.7800  0.0790
C 1.2343 2.2258 4.6820  -0.0916
H 2.1631 2.8027 4.5989  0.0780
H 0.3740 2.9057 4.7215  0.0716
H 1.2708 1.6953 5.6464  0.0965
Zn -0.2888 0.4552 0.3579  0.5025
N 0.9185 -1.1427 0.9085  0.1762
C 1.4328 -2.1789 0.7060  -0.0518
C 2.1972 -3.3974 1.2577  -0.5613
C 2.9240 -4.1184 0.1314  -0.0515
C 3.2304 -2.9006 2.2633  -0.0440
C 1.2084 -4.3367 1.9443  -0.0272
H 2.2177 -4.5536 -0.5847  0.0657
H 3.5797 -3.4205 -0.4041  0.1017
H 3.5417 -4.9323 0.5350  0.1036
H 2.7450 -2.4997 3.1606  0.0803
H 3.8793 -3.7308 2.5708  0.1042
H 3.8601 -2.1181 1.8186  0.1006
H 1.7600 -5.1500 2.4337  0.1061
H 0.6228 -3.8034 2.7056  0.1017
H 0.5085 -4.7846 1.2308  0.0764
C -4.1448 2.9019 0.4644  -0.1452
C -3.7590 3.1466 -0.9942  -0.1461
C -2.2730 2.8289 -1.0429  -0.1656
O -2.0329 1.8478 0.0277  -0.2802
C -3.1915 1.8180 0.9398  -0.1668
H -3.9929 3.8167 1.0497  0.1164
H -5.1877 2.6045 0.5815  0.1211
H -3.9701 4.1678 -1.3187  0.1227
H -4.3081 2.4579 -1.6488  0.1056
H -1.9376 2.3931 -1.9936  0.1140
H -1.6823 3.7301 -0.8279  0.1013
H -2.8238 1.9752 1.9625  0.1085
H -3.6394 0.8190 0.8734  0.1119